21
Properties=species:S:1:pos:R:3:forces:R:3 method="wB97M-V/def2-TZVPD" homo_lumo_gap_ev=9.083 e_homo_ev=-12.48 total_charge=+1 e_lumo_ha=-0.12490
C -0.9607 0.7047 -0.2672 1.882 1.375 -1.692
C 1.4912 -1.0140 -0.5322 1.074 2.164 2.454
C -1.6963 -0.2639 0.1937 0.358 0.631 1.980
C 1.1847 -1.9435 -1.5757 -0.594 2.331 -3.385
C 1.9585 0.4116 1.4565 1.063 3.097 4.855
N -2.4625 -0.0195 1.3024 -0.652 -1.360 -0.177
N -0.3668 1.8029 -0.5683 -2.799 -0.651 -0.777
N 1.7445 -0.3014 0.3536 -1.349 -4.271 -4.853
O -1.5229 -1.5698 0.0042 1.960 0.504 -3.299
O -1.1138 2.5350 -1.5535 -0.529 -0.745 -0.111
O 0.6389 2.3319 -0.1276 0.972 0.513 0.189
H 1.9294 -2.6586 -1.7513 1.004 -1.470 0.628
H 1.2407 -1.4410 -2.6768 -0.455 -0.448 2.696
H 0.1745 -2.2871 -1.4239 -0.202 -0.460 0.016
H 1.2645 1.3103 1.5284 0.783 -1.308 -0.244
H 1.9430 -0.1642 2.4381 -0.419 0.157 -1.495
H 2.9869 0.8228 1.4666 -0.450 -0.060 -0.384
H -2.2810 0.8716 1.6583 -0.746 1.342 0.919
H -3.3594 -0.4913 1.3767 0.096 0.718 0.181
H -2.1175 -1.9800 0.5617 -1.826 -1.882 1.884
H -0.6759 3.3433 -1.8639 0.828 -0.178 0.615